(1)
The following is a DFT calculation (ωB97M-V with the def2-TZVPD basis set) of 9 unconnected molecules or ions with the total composition C48H132N18O12P6S3 at a distorted geometry.

XYZ file:
```
219
Properties=species:S:1:pos:R:3:forces:R:3
S 5.655 4.710 -0.590 -0.51 0.83 0.23
S 1.523 5.765 -1.690 2.56 -1.47 0.45
S -1.030 -1.707 -6.623 0.56 0.20 -1.93
P -3.963 1.950 -4.529 0.37 -0.09 -0.22
P 4.852 -3.642 1.142 -1.11 0.63 -1.29
P -5.788 -5.132 -1.868 0.14 0.67 0.70
P 3.614 3.373 5.130 0.91 1.03 -1.99
P -0.256 1.066 0.151 0.13 0.73 -0.35
P -1.011 -3.558 4.245 -0.85 -0.87 1.00
O 4.500 5.288 0.134 1.71 -0.71 -1.07
O 2.309 2.852 4.663 0.08 -0.52 0.74
O 0.345 6.029 -2.450 -1.01 0.08 -0.48
O 5.887 -4.650 1.363 0.66 -0.35 0.39
O -1.129 2.217 -0.173 0.06 0.51 0.08
O -3.170 1.335 -5.615 0.49 -0.15 -0.21
O -0.056 -3.068 3.267 1.73 0.86 -1.18
O 2.717 5.273 -2.421 -1.43 0.59 0.85
O 0.125 -2.430 -7.083 0.63 -0.36 0.15
O -5.291 -6.248 -1.038 -0.24 -0.31 -0.36
O 6.907 4.484 0.154 -1.46 0.21 -0.87
O -2.107 -2.460 -6.072 -1.04 -0.29 0.81
N -4.510 0.736 -3.544 0.16 0.09 -0.23
N -5.292 2.779 -5.158 -0.71 1.09 -0.37
N 4.448 -2.506 2.250 -0.82 -0.82 0.44
N -0.789 -5.168 4.543 -0.01 0.15 -0.24
N -0.981 -2.711 5.663 0.95 0.33 -1.34
N 4.690 2.265 5.711 -0.56 0.40 -0.14
N 3.382 -4.394 0.842 -0.85 0.32 0.33
N -3.147 3.019 -3.557 -0.92 -0.09 -0.66
N 5.279 -2.675 -0.149 -0.52 0.05 0.50
N -7.074 -5.511 -2.822 -0.53 0.34 0.22
N 0.950 0.687 -0.916 1.35 0.59 0.75
N -2.541 -3.525 3.672 -0.72 0.52 0.12
N -6.415 -3.877 -0.972 1.08 0.95 -0.25
N 0.565 1.338 1.562 0.40 -0.91 0.81
N -1.201 -0.255 0.130 -1.10 -1.38 0.36
N 3.469 4.612 6.230 -0.07 -0.71 -0.49
N -4.596 -4.394 -2.799 -0.15 -1.08 -1.24
N 4.527 4.025 3.833 0.15 -1.17 0.69
C 5.249 3.045 2.943 1.00 0.90 1.07
C -5.140 1.034 -2.271 0.28 1.31 -0.22
C -0.593 -1.278 5.591 -1.59 -1.13 0.99
C -3.272 -4.881 -2.344 0.57 0.12 -0.32
C -1.523 -0.670 -8.024 0.41 -0.96 0.93
C -0.742 -1.648 0.134 -0.65 -0.10 -1.62
C -0.444 0.362 -7.979 1.32 0.62 -2.27
C 4.275 5.802 6.308 -0.18 -0.61 -1.03
C 2.207 1.469 -0.906 0.31 -0.18 -0.33
C 5.170 3.233 -1.529 0.74 -0.28 2.78
C -3.462 -2.463 4.056 -1.29 -0.61 0.16
C -2.725 -4.033 2.286 0.47 0.52 1.17
C 3.458 -2.818 3.300 2.12 1.25 -0.60
C -2.547 -0.134 0.735 0.35 1.79 0.17
C 1.293 0.248 2.250 -0.04 0.67 -0.77
C -7.606 -4.060 -0.172 0.36 0.75 -0.48
C 0.847 5.682 0.874 -1.78 -0.73 -0.52
C -1.713 2.882 -3.282 -0.35 -1.90 0.12
C 6.466 -2.980 -0.889 1.21 0.39 -0.20
C 4.410 -1.664 -0.710 0.61 0.40 -0.69
C 2.333 4.637 7.083 -0.31 0.31 1.65
C -4.795 -0.603 -4.069 -0.54 1.25 -1.11
C 0.439 -5.737 4.098 1.70 -1.05 0.10
C -6.232 1.922 -5.931 -0.15 0.07 1.51
C -3.929 3.923 -2.705 1.11 0.19 -0.80
C 3.502 -5.634 0.162 1.03 -1.73 -0.45
C -5.866 -2.524 -0.816 0.23 -0.24 1.13
C 5.842 2.690 6.465 -0.56 0.53 0.15
C -4.791 -4.334 -4.335 1.62 0.84 1.66
C 1.906 7.218 -0.707 -0.65 0.20 -0.50
C 3.932 5.104 3.097 1.26 0.35 -1.30
C -1.207 -3.271 6.963 -1.17 0.13 0.11
C 1.784 6.837 0.771 1.57 0.11 -0.42
C 0.620 0.427 -2.286 -0.86 1.22 -0.41
C 1.173 4.693 -0.261 0.08 0.32 0.20
C 2.071 -3.792 0.547 0.01 -0.20 -0.42
C -0.468 -0.353 -5.607 0.09 -0.40 0.64
C -0.359 0.859 -6.553 0.17 0.35 0.57
C -1.741 -6.131 5.047 -0.99 0.89 -0.43
C 6.029 5.598 -2.183 -0.66 0.15 0.71
C -0.055 2.247 2.486 -1.48 1.00 0.30
C 4.369 0.881 5.775 -0.24 -1.48 1.48
C 6.273 4.457 -3.196 -0.34 -0.38 0.49
C -7.930 -4.473 -3.267 -0.34 2.58 -1.89
C -7.567 -6.843 -3.070 -0.75 0.51 2.14
C 6.337 3.113 -2.462 -0.25 0.14 0.24
C -4.996 4.056 -5.914 -0.04 -0.93 0.64
C 5.419 -1.552 2.662 0.81 2.24 -0.48
H 7.271 3.111 -1.909 0.08 -0.59 0.22
H 1.967 -0.182 1.540 0.34 -0.76 -0.59
H 2.574 -6.172 0.168 -0.56 -0.48 0.69
H 3.029 -1.861 3.470 -1.06 0.55 0.66
H 6.092 -1.843 3.464 0.16 -0.64 0.16
H 3.682 -5.599 -0.906 0.31 0.75 -0.70
H -0.751 1.133 -8.702 0.10 0.30 0.54
H -5.037 -2.245 -1.444 0.39 -0.72 -0.39
H -2.421 -0.213 -7.661 -0.95 0.24 -0.27
H -0.113 6.111 0.593 -0.59 -0.15 0.28
H 7.289 -3.213 -0.165 -0.64 -0.05 -0.91
H -3.649 3.767 -1.678 -0.07 -0.11 0.65
H -4.635 -5.291 -4.886 -0.04 0.56 0.61
H 3.313 5.741 3.675 -0.60 0.49 0.83
H -5.774 -3.928 -4.529 -0.10 -0.04 -0.11
H -0.401 -0.938 4.590 0.08 -0.14 -0.40
H 4.925 -0.636 3.081 0.07 -0.56 -0.53
H -7.289 2.257 -5.812 0.83 0.15 -0.40
H 6.909 6.205 -2.032 0.31 0.07 0.22
H -4.442 -1.304 -3.375 0.59 -1.23 1.07
H 2.888 7.565 -0.995 0.15 0.14 -0.03
H -5.897 1.844 -6.950 -0.16 0.12 -0.64
H 7.190 4.592 -3.711 0.62 0.43 -0.84
H -3.485 -1.655 3.335 -0.10 0.20 -0.42
H 0.280 -1.184 6.203 0.60 0.56 0.37
H 2.793 -3.552 2.991 -1.37 -1.00 -0.56
H 0.573 1.397 -6.303 -0.52 -0.03 -0.38
H -6.573 -1.718 -0.991 -0.82 -0.13 -0.16
H -8.625 -6.942 -2.659 1.17 0.00 -0.53
H 4.391 0.554 6.865 -0.51 0.16 -1.06
H -5.167 0.133 -1.726 0.04 -1.12 0.92
H 5.430 4.354 -3.839 -0.46 0.44 -0.90
H -3.172 -4.672 -1.265 -0.09 -0.32 -0.40
H -1.276 -4.367 6.898 -0.38 0.52 0.02
H -7.557 -6.997 -4.104 -0.11 -0.77 -1.63
H -0.404 -3.095 7.666 0.40 0.41 0.11
H 0.701 5.182 1.859 0.50 0.42 -0.68
H -4.263 -0.793 -5.038 -0.76 0.37 0.81
H -1.603 -1.239 -8.957 -0.12 0.05 0.47
H -3.604 -4.639 2.295 -0.77 -0.31 -0.44
H -6.229 0.910 -5.527 0.12 0.02 0.04
H 6.761 -2.070 -1.467 -0.11 -0.64 0.36
H -2.466 -4.311 -2.836 -0.41 -0.15 -0.06
H 5.098 5.548 5.692 1.21 0.47 -0.60
H 6.010 2.586 3.581 -0.22 -0.37 -0.02
H 0.400 3.972 -0.517 -0.32 0.16 0.02
H -5.535 -2.362 0.235 -0.09 -0.18 -0.40
H -1.884 -4.644 1.960 0.07 0.03 0.25
H 2.112 2.241 -1.693 0.27 0.08 0.55
H 3.039 0.824 -1.196 -0.10 -0.27 -0.36
H 3.982 -3.163 4.161 0.32 -0.27 1.06
H 1.752 5.518 6.882 -0.52 0.56 -0.02
H -0.352 -0.006 -2.382 -0.48 -0.82 -0.01
H -3.104 -5.975 -2.532 -0.20 0.91 0.23
H -2.499 -0.008 1.845 -0.08 -0.17 -0.67
H -1.568 2.533 -2.233 0.03 0.60 -0.61
H 1.186 -4.431 0.828 1.11 0.36 0.41
H -8.298 -3.303 -0.556 -0.81 -0.56 0.06
H -4.165 4.548 -5.399 0.01 -0.06 -0.48
H -5.900 -0.710 -4.110 0.44 -0.34 -0.46
H -3.632 4.944 -2.966 -0.41 0.16 0.12
H -1.230 -0.268 -4.795 0.82 0.24 -0.49
H 2.781 6.560 1.102 0.10 0.04 0.18
H 5.117 0.237 5.317 0.33 0.11 -0.37
H -8.985 -4.568 -3.062 -0.46 -0.73 0.51
H 0.707 -0.526 2.743 -0.38 -0.02 -0.20
H -1.475 -7.110 4.634 -0.55 0.18 -0.07
H 4.254 3.560 -1.994 -0.54 -0.30 -0.21
H 3.403 0.638 5.297 0.34 0.34 0.43
H 6.212 2.189 -3.035 0.34 0.50 -0.42
H -4.477 -2.904 4.156 0.32 0.33 -0.41
H 0.542 1.344 -2.892 0.08 0.24 0.31
H 1.994 -2.829 1.048 -0.27 0.04 -0.22
H -6.903 -7.492 -2.519 0.01 -0.64 -0.13
H 6.310 -3.805 -1.604 0.28 0.15 0.17
H 4.339 -6.241 0.545 -0.59 0.19 0.14
H -3.165 0.715 0.316 0.99 -0.86 0.36
H -4.785 3.780 -6.950 0.53 0.18 0.01
H 4.107 -1.918 -1.737 0.12 0.00 0.05
H 4.717 5.725 2.601 -0.41 -0.33 0.54
H 1.472 7.711 1.306 -0.29 0.36 0.56
H 5.171 6.291 -2.386 0.61 -0.97 0.03
H -1.303 2.067 -3.926 -0.42 0.65 0.27
H -3.325 -1.984 5.029 0.72 -0.46 -0.05
H 3.772 6.666 5.891 -0.26 0.32 -0.11
H -2.143 -2.789 7.356 0.61 -0.80 0.18
H 1.116 7.910 -1.046 0.44 -0.01 0.29
H -2.748 -5.741 4.738 0.62 -0.95 0.36
H -0.681 2.920 1.905 0.37 0.51 -0.12
H 5.657 2.849 7.523 -0.36 0.24 0.28
H -4.024 -3.560 -4.629 -0.78 -1.00 -0.20
H 1.396 -0.106 -2.762 0.77 -1.22 -0.44
H 2.671 4.681 8.124 0.07 0.34 0.12
H -6.189 1.354 -2.390 0.20 0.19 0.07
H -7.919 -4.284 -4.384 0.22 -0.55 0.76
H -2.789 -3.182 1.617 -0.26 0.05 -0.32
H -7.381 -3.723 0.815 0.13 0.02 1.10
H 1.207 -4.949 4.134 0.01 -0.58 -0.11
H 0.631 2.809 3.136 0.03 -0.47 -0.30
H -5.818 4.783 -5.981 -0.17 -0.54 0.52
H 6.336 3.550 6.048 -0.14 0.63 -0.25
H 5.903 3.635 2.250 -1.12 -0.52 0.08
H 1.659 3.803 7.114 -0.05 -0.70 -0.86
H -0.507 -2.051 1.092 0.62 -0.11 0.94
H -0.851 1.786 3.091 0.46 -0.43 0.41
H -1.155 3.773 -3.509 0.13 0.63 0.08
H 0.463 -6.189 3.043 -0.38 0.55 1.31
H 1.937 0.701 2.972 0.31 0.49 0.77
H -1.567 -2.294 -0.236 0.24 0.46 0.03
H 0.683 -6.540 4.851 0.29 0.63 -0.95
H 4.659 2.219 2.477 0.06 0.93 0.09
H -1.241 1.494 -6.433 0.35 0.01 0.45
H 0.545 -0.695 -5.275 -0.99 0.30 0.09
H 4.625 6.049 7.284 0.12 -0.09 1.01
H -7.965 -5.086 -0.108 -0.08 0.17 -0.41
H 4.950 -0.684 -0.767 -0.39 -0.51 0.10
H 1.944 -3.725 -0.553 0.17 0.52 0.31
H 6.062 -1.209 1.799 -0.73 -0.45 0.83
H -4.984 3.740 -2.875 -0.07 0.30 0.12
H 2.574 1.876 0.047 -0.93 0.03 -0.10
H 3.490 -1.531 -0.165 -0.14 0.01 0.48
H 0.048 -1.783 -0.614 0.15 0.09 0.51
H 0.525 0.020 -8.432 -0.76 -0.18 0.76
H -1.451 -0.719 6.013 0.58 0.22 -0.08
H -7.685 -3.462 -2.862 0.18 -0.92 -0.10
H 6.570 1.944 6.429 1.21 -1.51 -0.19
H -3.012 -1.050 0.489 -0.92 -0.94 -0.02
H -1.709 -6.210 6.136 -0.05 -0.11 0.10
H 3.365 4.724 2.270 -0.70 -0.24 -0.51
H 2.059 4.144 0.006 0.63 -0.08 -0.24
H 5.077 2.424 -0.763 -0.23 0.50 -0.76
H -4.556 1.787 -1.670 -0.67 -0.80 -0.72
```
Forces are in eV/Å.

Properties
Energy (eV): -191553.636
LUMO (eV): 0.4355
Charge: 0
Kohn-Sham gap (eV): 8.65
Relative energy (zero: lowest compared OMol25 entry of this formula, charge and spin) (kcal/mol): 2.16

(2)
The following is a DFT calculation (ωB97M-V with the def2-TZVPD basis set) of 12 unconnected molecules or ions with the total composition C5H30NO13 at a distorted geometry.

XYZ file:
```
49
Properties=species:S:1:pos:R:3:forces:R:3
O -3.633 2.601 2.145 0.20 -0.30 -0.09
O -1.582 0.748 -3.183 -0.65 -0.41 -0.24
O 1.308 0.890 -2.049 -0.26 0.22 -0.26
O 2.089 -2.370 3.854 -0.20 0.24 -0.18
O 2.742 -0.441 -0.945 -0.61 1.10 -0.98
O 3.671 -2.122 0.632 1.02 -0.96 0.05
O -4.716 1.900 -0.347 -0.30 0.64 1.19
O -2.182 4.835 1.303 0.97 1.39 -0.39
O 1.258 -2.434 -2.019 -0.12 0.25 0.21
O -3.939 -0.085 -2.058 0.14 -0.33 0.29
O -0.119 2.946 -2.704 0.75 -0.41 0.36
O 4.663 -1.694 3.061 0.47 -0.62 0.53
O 0.925 -5.027 -0.942 -0.25 0.19 0.37
N 1.523 0.987 0.273 -1.18 0.95 -1.27
C 1.867 0.493 -1.026 1.14 -1.63 2.02
C 0.121 1.339 0.505 -0.06 -0.35 -0.11
C -1.479 -1.681 1.892 -0.08 -0.15 -0.11
C -0.558 -1.009 1.225 0.59 0.38 -1.15
C -0.878 0.171 0.343 -1.06 0.25 0.84
H 4.536 -0.743 3.078 0.02 -0.02 -0.43
H 0.136 3.296 -1.842 -0.47 0.62 -0.12
H -1.115 -0.071 -0.699 0.67 -0.09 0.07
H -1.840 0.535 0.735 0.02 0.22 -0.25
H -0.875 0.116 -3.012 0.43 0.48 -0.05
H 1.740 -1.720 -1.531 0.02 -0.23 -0.32
H -1.277 -2.471 2.601 0.13 -0.12 -0.19
H -2.518 -1.464 1.650 -0.02 0.13 0.47
H 1.905 0.469 1.042 0.33 -0.25 -0.20
H 0.327 -4.418 -1.392 0.04 -0.10 -0.31
H -1.938 3.982 1.654 -0.78 -0.45 0.08
H 1.602 -2.343 -2.910 0.01 -0.01 -0.08
H -4.028 -1.039 -2.110 -0.06 -0.08 -0.03
H 1.903 -3.168 4.349 0.17 -0.15 -0.02
H -0.248 2.121 -0.162 0.43 0.10 0.07
H -4.660 2.330 -1.201 0.23 -0.61 -0.28
H 4.766 -2.006 2.138 -0.51 0.68 0.12
H 0.425 2.108 -2.587 -0.09 0.43 -0.31
H 3.846 -1.671 -0.214 -0.57 0.07 0.48
H 2.800 -1.827 0.898 -0.07 0.19 -0.21
H -3.094 4.865 1.022 -0.10 -0.64 0.26
H -2.994 0.086 -2.254 -0.17 0.35 -0.35
H -3.197 1.752 2.284 -0.08 0.08 0.12
H 1.399 -4.373 -0.412 0.31 -0.26 -0.05
H 3.020 -2.390 3.561 -0.03 0.01 0.22
H -4.457 0.971 -0.395 0.07 0.17 -0.99
H -1.224 1.659 -3.209 0.09 -0.43 0.42
H 0.079 1.719 1.531 -0.19 -0.01 -0.08
H 0.506 -1.236 1.165 -0.15 -0.40 0.79
H -3.913 2.551 1.210 -0.20 -0.13 0.12
```
Forces are in eV/Å.

Properties
Energy (eV): -33782.858
LUMO (eV): 2.6184
Charge: -1
Kohn-Sham gap (eV): 9.12
Relative energy (zero: lowest compared OMol25 entry of this formula, charge and spin) (kcal/mol): 15.75